# 1
The following is a DFT calculation (wB97M-V/def2-TZVPD) of a cluster of 4 separate species, C28H48F7N5O6 in total at a distorted geometry.

Last column: Mulliken charge in e.
CARTESIAN COORDINATES (ANGSTROEM)
C: 2.31 3.16 3.12  -1.407
C: 1.54 1.86 3.47  -0.949
C: 0.24 1.73 2.70  0.606
C: 0.16 0.81 1.62  -0.136
C: 1.39 -0.02 1.29  0.172
F: 2.47 0.77 1.05  -0.291
F: 1.26 -0.78 0.19  -0.266
F: 1.72 -0.86 2.30  -0.143
C: -1.01 0.64 0.86  -0.278
N: -1.18 -0.30 -0.14  -0.443
C: -2.10 1.45 1.22  0.569
C: -2.03 2.36 2.26  0.518
C: -0.89 2.52 3.04  -0.184
C: -1.00 3.50 4.20  0.884
F: 0.01 3.38 5.10  -0.319
F: -2.14 3.20 4.89  -0.303
C: -1.06 4.99 3.76  0.197
F: -1.79 5.70 4.65  -0.281
F: 0.20 5.49 3.76  -0.290
C: -3.35 3.08 2.27  -0.145
O: -3.62 4.12 2.78  -0.527
N: -4.26 2.37 1.40  0.226
C: -5.32 1.66 2.16  -0.540
C: -6.61 2.47 2.41  0.162
C: -6.82 3.60 1.43  -1.373
O: -6.62 3.01 3.73  -0.566
C: -3.45 1.48 0.64  0.494
O: -3.85 0.88 -0.33  -0.680
H: 3.38 2.96 3.10  0.455
H: 2.03 3.49 2.11  0.338
H: 2.09 3.97 3.81  0.295
H: 1.32 1.82 4.54  0.665
H: 2.20 1.03 3.27  0.335
H: -0.46 -0.27 -0.86  0.122
H: -2.07 -0.16 -0.60  0.302
H: -1.50 5.10 2.77  0.285
H: -4.93 1.34 3.14  0.262
H: -5.56 0.75 1.60  0.531
H: -7.45 1.77 2.31  0.459
H: -5.95 4.26 1.40  0.254
H: -7.70 4.17 1.74  0.410
H: -7.01 3.20 0.43  0.328
H: -6.98 2.36 4.34  0.332
C: -1.56 -1.86 -5.86  -1.052
C: -1.82 -2.36 -4.44  0.157
C: -1.91 -1.24 -3.40  -0.790
O: -0.65 -0.69 -3.03  -0.222
C: -0.14 0.31 -3.90  -0.706
N: -0.83 -3.38 -4.11  -0.711
H: -0.52 -1.57 -5.99  -0.090
H: -1.77 -2.65 -6.58  0.401
H: -2.19 -1.00 -6.10  0.342
H: -2.80 -2.85 -4.44  0.415
H: -2.32 -1.67 -2.48  0.365
H: -2.59 -0.45 -3.72  0.487
H: -0.95 0.92 -4.31  0.381
H: 0.45 -0.12 -4.70  0.067
H: 0.51 0.95 -3.30  0.301
H: -1.06 -3.81 -3.22  0.302
H: 0.06 -2.91 -3.94  0.294
C: 5.66 -0.62 -7.23  -1.416
C: 5.21 0.28 -6.09  0.375
C: 3.91 -0.17 -5.41  -0.713
O: 2.73 0.09 -6.16  -0.386
C: 2.41 -0.87 -7.15  -0.710
N: 5.14 1.66 -6.57  -0.728
H: 5.07 -0.46 -8.13  0.285
H: 6.70 -0.40 -7.48  0.351
H: 5.59 -1.67 -6.95  0.349
H: 5.98 0.25 -5.31  0.406
H: 3.79 0.39 -4.48  0.323
H: 3.96 -1.24 -5.15  0.422
H: 2.70 -1.87 -6.84  0.339
H: 2.90 -0.64 -8.11  0.262
H: 1.34 -0.83 -7.30  0.237
H: 4.96 2.29 -5.80  0.272
H: 4.33 1.75 -7.17  0.316
C: 0.74 -5.37 5.29  -1.516
C: 1.08 -4.30 4.26  0.431
C: 2.59 -4.02 4.12  -0.608
O: 3.15 -3.26 5.17  -0.358
C: 3.53 -3.99 6.32  -0.684
N: 0.32 -3.08 4.56  -0.704
H: 0.83 -4.99 6.31  0.287
H: -0.29 -5.70 5.16  0.373
H: 1.40 -6.24 5.19  0.356
H: 0.75 -4.66 3.28  0.379
H: 2.74 -3.42 3.22  0.272
H: 3.14 -4.96 3.99  0.433
H: 3.91 -4.99 6.05  0.314
H: 2.70 -4.11 7.02  0.240
H: 4.32 -3.44 6.81  0.251
H: 0.45 -2.41 3.82  0.204
H: 0.73 -2.65 5.38  0.329

Output
LUMO energy (eV): -0.882
HOMO level (hartree): -0.3373
SMILES: CCc1c(C(F)(F)F)c(N)c2c(c1C(F)(F)C(F)F)C(=O)N(C[C@H](C)O)C2=O.COC[C@@H](C)N.COC[C@@H](C)N.COC[C@@H](C)N
HOMO-LUMO gap (Ha): 0.3049
DFT total energy (eV): -68572.00196

***

# 2
The following is a DFT calculation (wB97M-V/def2-TZVPD) of a cluster of 10 separate species, C28H48N4O20 in total at a distorted geometry.

Last column: Mulliken charge in e.
CARTESIAN COORDINATES (ANGSTROEM)
O: -1.87 1.91 1.24  -0.355
C: -1.75 1.84 2.42  0.216
O: -2.17 2.87 3.20  -0.421
C: -2.14 2.50 4.61  -0.576
C: -2.01 0.95 4.65  -0.411
C: -1.11 0.83 3.37  0.377
H: -3.11 2.78 5.07  0.333
H: -1.34 3.01 5.12  0.309
H: -2.94 0.46 4.53  0.258
H: -1.42 0.57 5.52  0.315
H: -1.04 -0.13 2.90  -0.460
H: -0.13 1.26 3.54  0.449
O: 3.08 3.95 -2.46  -0.642
C: 3.61 3.11 -1.75  0.456
O: 3.86 1.91 -2.32  -0.337
C: 4.44 1.00 -1.34  0.086
C: 5.11 1.91 -0.36  -0.816
C: 4.07 3.03 -0.31  -0.025
H: 5.16 0.31 -1.77  0.471
H: 3.78 0.37 -0.80  -0.146
H: 6.12 2.16 -0.65  0.292
H: 5.21 1.44 0.62  0.368
H: 4.37 4.07 0.05  0.369
H: 3.25 2.83 0.35  -0.078
O: -1.57 -2.23 4.37  -0.499
C: -1.30 -3.32 4.76  0.565
O: -1.49 -4.44 4.03  -0.315
C: -1.35 -5.67 4.87  -0.601
C: -0.54 -5.16 6.11  -0.466
C: -0.60 -3.67 6.03  -0.522
H: -0.85 -6.41 4.31  0.324
H: -2.36 -5.99 5.07  0.344
H: 0.53 -5.42 6.01  0.226
H: -1.04 -5.59 6.98  0.356
H: 0.39 -3.14 5.91  0.117
H: -1.16 -3.19 6.80  0.494
O: 2.21 -5.13 4.06  -0.621
C: 2.31 -4.19 3.30  0.477
O: 1.36 -3.29 3.30  -0.141
C: 1.56 -2.35 2.25  0.159
C: 3.05 -2.39 1.86  0.046
C: 3.39 -3.84 2.24  -0.792
H: 1.21 -1.34 2.55  -0.101
H: 0.93 -2.72 1.40  -0.080
H: 3.58 -1.68 2.52  0.316
H: 3.23 -2.07 0.80  0.007
H: 4.39 -3.81 2.68  0.327
H: 3.38 -4.46 1.40  0.365
O: -3.20 2.74 -3.58  -0.606
C: -2.50 3.29 -2.78  0.345
O: -1.19 3.46 -2.80  -0.329
C: -0.63 4.04 -1.58  0.660
C: -1.85 4.65 -0.94  -0.833
C: -3.03 3.87 -1.49  -0.234
H: 0.20 4.72 -1.69  0.426
H: -0.27 3.18 -0.98  -0.636
H: -1.86 5.66 -1.30  0.416
H: -1.78 4.75 0.14  0.367
H: -3.85 4.57 -1.62  0.365
H: -3.39 3.14 -0.74  0.113
O: 3.27 -2.17 -1.91  -0.654
C: 2.83 -1.62 -2.90  0.320
O: 1.53 -1.39 -3.01  -0.388
C: 1.38 -0.39 -4.03  0.308
C: 2.42 -0.65 -5.05  -0.664
C: 3.57 -1.11 -4.10  -0.015
H: 1.57 0.57 -3.55  -0.464
H: 0.34 -0.37 -4.34  0.526
H: 2.61 0.21 -5.63  0.368
H: 2.06 -1.39 -5.79  0.281
H: 4.20 -0.30 -3.79  0.040
H: 4.16 -1.97 -4.49  0.367
C: -3.81 -3.27 2.11  -0.888
N: -2.79 -2.23 1.74  1.156
O: -1.85 -2.60 1.03  -0.575
O: -3.04 -1.09 2.07  -0.564
H: -4.78 -2.96 1.73  0.341
H: -3.84 -3.10 3.21  0.266
H: -3.55 -4.32 1.84  0.250
C: 1.25 3.49 -4.86  -0.427
N: 0.26 2.92 -5.85  1.054
O: 0.24 1.71 -5.96  -0.558
O: -0.35 3.74 -6.55  -0.614
H: 1.96 4.04 -5.41  0.422
H: 1.64 2.75 -4.19  -0.061
H: 0.68 4.22 -4.29  0.146
C: -5.87 1.01 -5.53  -0.679
N: -5.70 0.16 -4.33  0.954
O: -6.45 0.27 -3.37  -0.568
O: -4.79 -0.59 -4.41  -0.523
H: -5.26 0.53 -6.36  0.277
H: -5.41 1.93 -5.21  0.262
H: -6.89 1.04 -5.86  0.280
C: -0.29 -0.24 -0.47  -0.111
N: 0.84 0.69 -0.20  1.098
O: 1.20 1.43 -1.11  -0.407
O: 1.38 0.77 0.86  -0.646
H: -1.11 0.45 -0.42  0.259
H: -0.40 -1.00 0.24  -0.307
H: -0.16 -0.70 -1.50  0.067

Output
LUMO energy (eV): 0.361
HOMO level (hartree): -0.3605
SMILES: C[N+](=O)[O-].C[N+](=O)[O-].C[N+](=O)[O-].C[N+](=O)[O-].O=C1CCCO1.O=C1CCCO1.O=C1CCCO1.O=C1CCCO1.O=C1CCCO1.O=C1CCCO1
HOMO-LUMO gap (Ha): 0.3738
DFT total energy (eV): -76714.18099

***

Q: Which formula does entry 2 have?
A: C28H48N4O20

***

Q: Among the records above, which one has the highest HOMO level?
A: C28H48F7N5O6

***

Q: Number 2 is which compound?
A: C28H48N4O20

***

Q: Among the records above, which one has the lowest HOMO level?
A: C28H48N4O20